Below is the molecule C26H26ClN3O6S at a distorted geometry, with properties calculated with ωB97M-V with the def2-TZVPD basis set.

Summary:
SMILES string: CC(C)[C@H](NS(=O)(=O)c1ccccc1)C(=O)OCC(=O)N1N=C(c2ccc(Cl)cc2)C[C@@H]1c1ccco1
HOMO-LUMO gap (Ha): 0.310
Multiplicity: 1
E_tot (Eh): -2480.4415
Maximum force (eV/A): 1.3

Each line ends with the Mulliken charge.
Positions of all 63 atoms, in Å:
H 0.1999 0.6426 1.4459  0.56
C 0.8565 -2.8354 2.2115  -0.60
H 4.2558 -0.1927 2.3644  0.46
C -4.0364 -0.7572 -0.2970  0.62
H 4.6421 2.6387 -1.0103  0.35
H -5.2350 -2.4048 0.3927  0.41
O 1.1426 -0.9192 -0.2830  -0.20
H 2.9943 2.2602 -2.8604  0.34
C -3.9823 0.6330 -0.4486  -0.41
H 2.0964 4.5910 -2.9282  0.43
C 3.3219 0.2478 2.6735  -0.58
H 3.5023 0.3038 -1.5215  0.43
C -1.2310 -3.2046 -0.8187  -0.13
H 1.1534 -2.4994 3.1844  0.52
H -3.3752 -3.6390 -0.9621  0.48
H -7.1225 -0.9929 1.0912  0.41
H -2.8284 -3.2363 0.6766  0.38
H -1.0362 -4.0857 -1.4341  0.47
C 0.0709 -0.4490 -3.1862  -0.75
H -0.0939 1.7446 3.6680  0.45
C 3.9278 3.4050 -1.2968  -1.57
H 1.8216 2.1859 -0.0438  0.34
N -1.0220 -1.9965 -1.6579  0.56
C 3.1636 0.8539 3.9091  -0.74
C -5.0424 1.4226 -0.0572  -0.91
H -1.1565 -1.9322 1.9108  0.60
H 2.5384 -4.0692 1.4373  0.47
S 2.4445 -0.5800 0.2200  0.61
C 0.8607 1.3263 3.3871  -0.90
C 2.6962 2.7724 -1.9392  0.56
C 0.8238 1.1105 -1.5918  0.11
C 2.0992 1.7143 -0.9937  0.14
N -1.9711 -1.0748 -1.4459  -0.77
C -2.6884 -3.0194 -0.3801  -1.21
O 0.8311 -2.6981 -2.7282  -0.65
Cl -7.5015 1.8127 0.9852  -0.22
C 1.9347 1.3915 4.2615  -0.48
C -6.2403 -0.5469 0.6592  -0.88
H 3.6431 3.9605 -0.4063  0.34
N 3.0790 0.6896 -0.6870  -0.14
H -0.8846 0.0668 -3.0618  0.36
H -3.0870 1.0685 -0.8638  0.62
H -5.0014 2.4944 -0.1719  0.42
O 0.8792 -3.8443 0.2358  -0.42
H 1.3110 4.3294 -1.3684  0.34
C -0.3579 -2.5468 1.5468  0.07
H 0.3265 -0.5967 -4.2376  0.39
C -0.2870 -3.1852 0.3398  -0.03
H 0.7975 3.4068 -2.7778  0.34
H 1.8125 1.8615 5.2262  0.41
C 2.2440 0.1904 1.8127  0.53
C -5.1751 -1.3345 0.2677  -0.44
O 1.1211 0.3425 -2.6388  -0.34
C -6.1701 0.8279 0.4935  0.45
C 1.6582 3.8398 -2.2753  -1.45
C -2.9079 -1.5560 -0.7148  0.22
H 3.9941 0.9052 4.5967  0.43
C 1.5660 -3.6266 1.3605  -0.83
O 3.4589 -1.5845 0.2778  -0.75
O -0.2850 1.3804 -1.2127  -0.56
C 1.0136 0.7203 2.1503  -0.09
C 0.0324 -1.8224 -2.4912  0.94
H 4.4042 4.0896 -1.9942  0.46

Below is a cluster of 2 separate species, C7H10 in total at a distorted geometry, with properties calculated with ωB97M-V with the def2-TZVPD basis set.

Summary:
Energy above the lowest of the compared OMol25 structures with the same formula, charge and spin (kJ/mol): 777.4
HOMO-LUMO gap (alpha / beta) (Ha): 0.350 / 0.256
Multiplicity: 1
E_tot (Eh): -272.4219
Maximum force (eV/A): 2.4

Each line ends with the Mulliken charge.
Positions of all 17 atoms, in Å:
H -1.1573 1.3518 0.9533  0.23
C 1.0258 -0.5862 1.1849  -0.47
C -1.5128 -0.5582 -0.5922  -0.89
C -1.2783 0.9043 -0.1235  -0.49
C 0.1042 0.8021 -0.5324  0.04
C -0.0365 -0.5639 -1.1382  -0.05
C 1.3739 0.4681 0.1702  -0.37
H 0.0835 -0.8063 -2.1968  0.46
H -1.9056 1.6696 -0.5858  0.23
C 1.1855 -0.9848 -0.2583  -0.51
H 0.0620 -0.5523 1.6870  0.11
H 1.9278 -1.7226 -0.5546  0.39
H -0.0491 2.3655 1.0480  0.06
H 1.8512 -0.8718 1.8333  0.28
H 2.2781 1.0615 0.2286  0.42
H -1.6655 -1.2667 0.2276  0.25
H -2.2869 -0.7102 -1.3511  0.31

Below is the ion C6H6N5S with charge +1 at a distorted geometry, with properties calculated with ωB97M-V with the def2-TZVPD basis set.

Summary:
<S²>: 2.0280
Total charge: +1
HOMO-LUMO gap (alpha / beta) (Ha): 0.298 / 0.275
Multiplicity: 3
E_tot (Eh): -903.6561
Maximum force (eV/A): 4.0

Each line ends with the Löwdin spin population.
Positions of all 18 atoms, in Å:
H -2.3259 0.2309 -1.6583  0.00
N -2.1077 0.8138 -0.8461  0.01
C -0.9727 0.7971 -0.1626  0.03
C -0.8347 1.9537 0.8272  0.07
H 3.2851 -1.5073 0.6790  0.00
N 0.0267 -0.0034 -0.2909  0.09
N 0.4528 3.9186 -0.4663  0.00
N -1.3726 1.2200 4.4088  0.31
C 2.3681 -1.2910 0.1063  0.04
C -0.4156 1.4584 2.1088  0.49
S 1.4806 0.2279 0.5419  0.16
H -1.9388 2.3377 0.8616  0.00
C -0.9077 1.3691 3.3642  0.08
N 1.1133 0.0778 2.0728  0.69
H -2.9387 1.2345 -0.3975  0.00
H 1.9242 -2.3037 0.2693  0.00
H 2.6519 -1.2205 -0.8526  0.00
C 0.0127 3.0561 0.1711  0.03

Below is a structure of composition C25H30CaClF6N5O5S7, with properties calculated with ωB97M-V with the def2-TZVPD basis set.

Summary:
Energy above the lowest of the compared OMol25 structures with the same formula, charge and spin (kJ/mol): 4.8
HOMO-LUMO gap (Ha): 0.274
Multiplicity: 1
E_tot (Eh): -6145.0952
Maximum force (eV/A): 0.4

Each line ends with the Mulliken charge.
Positions of all 80 atoms, in Å:
N -0.3397 -1.8042 -2.2061  -0.86
H -3.3553 -2.4404 1.6162  0.21
H -1.2167 -1.5774 0.8982  0.55
H 2.2295 4.0592 1.5058  0.44
C 1.6432 -3.5273 -0.0166  2.56
H 2.3201 -6.0211 -0.9155  0.34
H -0.4173 -3.9651 0.2358  0.24
C -5.1234 -0.1734 1.6907  0.10
C 2.1930 3.3036 0.7194  0.46
C -1.0111 -1.4156 -0.1506  -0.53
F -2.1014 4.2387 1.4737  -0.19
H 3.0303 2.6214 0.8777  -0.32
C 4.1280 -3.9040 -0.4425  -1.75
H 0.1029 -4.2229 -1.4271  0.26
C 5.0373 1.2345 -0.7144  -1.33
C -2.2049 5.2887 0.6385  0.74
F -6.8218 4.4902 -0.3358  -0.19
F -1.0501 5.9524 0.6817  -0.23
N -0.4095 -2.2950 -0.9492  1.34
H 3.1664 4.5081 -0.7743  0.38
H 2.4386 -4.7436 1.3073  0.56
F -3.1811 6.0760 1.0496  -0.23
O -4.2461 1.9231 -1.4008  -0.61
H 3.3911 0.4061 -1.7986  0.58
H 1.3998 4.6054 -0.8337  0.33
S -2.4848 4.6734 -1.0940  1.10
C 3.3054 -0.1487 0.2702  0.20
C 1.9077 -2.2583 0.8207  -2.94
S -2.5632 0.0898 2.7649  -0.30
H 2.8286 -2.4432 1.3752  1.13
H 1.2318 -0.2276 0.5811  -0.49
S -4.5874 -0.9262 0.2014  0.05
O -2.0277 5.7116 -1.9486  -0.68
C -6.7312 0.9230 3.4362  0.08
H 4.4235 -2.9277 -0.0556  0.22
F -6.5743 3.6785 -2.3279  -0.19
C 0.9580 2.5486 0.9079  0.12
C -6.4184 3.4454 -1.0352  0.37
O -4.4828 2.9465 0.7584  -0.63
Cl 7.0940 2.2888 0.6875  -0.22
C 3.8713 0.4904 -0.8297  0.15
N -4.0351 4.4560 -1.2280  -0.68
C 1.9895 -0.8766 0.1375  0.80
H 5.5945 0.8177 2.5988  0.43
C -0.8949 -0.6219 -2.0934  -0.83
C 2.2447 3.9379 -0.6731  -1.15
S -6.8338 0.1172 1.9116  -0.06
Ca -2.3533 1.5052 0.4284  1.66
O -1.7476 3.4140 -1.0629  -0.61
C 2.7858 -2.8737 -2.2456  -1.79
C -4.2957 0.2368 2.6782  -0.02
S -4.6415 3.1103 -0.6781  1.19
H 1.1215 -2.2483 1.5799  0.05
H -4.9557 -3.0975 1.1838  0.43
H 3.2027 -1.9145 -1.9403  0.33
C 3.9435 -0.0226 1.5030  -0.06
S -5.1022 0.9995 4.0282  -0.09
H 3.4454 -3.2738 -3.0187  0.61
H 1.5725 -5.2628 -2.3265  0.39
C 5.1074 0.7188 1.6382  -1.07
N -0.0322 1.9894 1.0562  -0.60
C -4.0884 -2.5523 0.8183  -0.87
H 1.7401 -0.9361 -0.9200  0.35
H -1.0067 0.0469 -2.9311  0.53
H 1.8075 -2.7056 -2.6971  0.24
C 2.7333 -3.8747 -1.0865  1.93
H -3.6536 -3.0928 -0.0230  0.32
C 0.1927 -3.5613 -0.5712  -2.39
H 4.2193 -4.6409 0.3608  0.41
O 1.5653 -4.6048 0.9307  -0.70
H 2.2293 3.1695 -1.4447  0.26
C 2.4546 -5.2619 -1.6839  -1.82
N -1.3155 -0.3243 -0.8345  0.20
S -8.0244 1.5332 4.2354  -0.24
F -7.1186 2.3784 -0.6904  -0.17
H 5.4725 1.7240 -1.5753  0.42
H 4.8614 -4.1853 -1.1998  0.50
C 5.6447 1.3463 0.5243  0.32
H 3.5202 -0.4980 2.3804  0.47
H 3.2986 -5.5532 -2.3113  0.48

Below is a cluster of 2 separate species, C2H5OP in total at a distorted geometry, with properties calculated with ωB97M-V with the def2-TZVPD basis set.

Summary:
<S²>: 2.0105
Energy above the lowest of the compared OMol25 structures with the same formula, charge and spin (kJ/mol): 196.1
HOMO-LUMO gap (alpha / beta) (Ha): 0.248 / 0.263
Multiplicity: 3
E_tot (Eh): -495.5833
Maximum force (eV/A): 5.1

Each line ends with the Löwdin spin population.
Positions of all 9 atoms, in Å:
H 0.0070 -2.2793 -2.4365  0.00
C 1.4560 1.6191 2.0603  0.73
H 1.4880 1.1212 3.1387  0.10
H -1.2144 -0.4969 -1.9264  0.00
H 0.9875 -0.5531 -2.3696  0.00
P -0.0176 -1.1857 -1.4882  0.00
H 2.2080 2.3926 1.9518  0.07
C 0.4500 1.3656 1.2834  0.57
O -0.3796 0.9738 0.5475  0.52

Below is the molecule C16H13BrN2O3 at a distorted geometry, with properties calculated with ωB97M-V with the def2-TZVPD basis set.

Summary:
SMILES string: O=C1C(=O)N(Cc2cccc3ccccc23)C(=O)N1CCBr
Energy above the lowest of the compared OMol25 structures with the same formula, charge and spin (kJ/mol): 0.0
HOMO-LUMO gap (Ha): 0.275
Multiplicity: 1
E_tot (Eh): -3526.7966
Maximum force (eV/A): 5.3

Each line ends with the Mulliken charge.
Positions of all 35 atoms, in Å:
H -1.8720 -1.2061 0.1492  0.61
H 3.3607 -3.1870 2.1594  0.40
C 0.4853 -1.3475 1.6350  1.11
H 2.9378 -3.7991 -0.2354  0.38
C -1.2072 1.0350 -1.1839  0.48
H -1.3633 3.4471 -3.7243  0.44
C 2.5294 -2.7624 1.6193  -0.82
H -1.2227 -2.2346 -1.1052  0.44
C 2.2792 -3.1172 0.3002  -0.84
H -0.7939 0.5809 4.1144  0.39
C -1.6286 3.1300 -2.7200  -0.71
O -1.9081 1.3915 -0.3041  -0.56
C 1.6403 -1.9030 2.3060  0.73
O -0.0205 1.4173 -4.3403  -0.59
C -0.3569 1.0088 -3.2452  0.42
H 2.6534 -2.0205 4.2242  0.32
H 0.9486 -2.9177 -1.3775  0.36
H -1.2126 -0.0440 1.8167  0.30
C -0.3023 -0.3326 -2.6677  0.44
N -0.7301 -0.2117 -1.3658  0.41
C 1.1560 -2.6044 -0.3361  -0.35
H -0.0243 4.3122 -1.8852  0.44
C -0.3879 -0.4886 2.3290  -1.02
C 0.9631 -0.7132 4.3440  -0.66
H -1.3455 4.1020 -0.7484  0.37
C -0.1243 -0.1456 3.6592  -0.64
H -2.7144 3.0287 -2.5896  0.35
O 0.0578 -1.4077 -3.1750  -0.60
Br -1.9413 6.0278 -2.3591  -0.18
C 1.8015 -1.5953 3.6712  -0.59
C -1.1188 4.2831 -1.8252  -0.66
H 1.1869 -0.4831 5.3823  0.38
N -0.9945 1.8282 -2.3246  0.16
C 0.2497 -1.7216 0.2872  1.00
C -0.9805 -1.3496 -0.4846  -1.72